{
  "formula": "C40H35MnN6O6S",
  "method": "the ωB97M-V functional and the def2-TZVPD basis",
  "elements": ["Mn", "C", "O", "C", "N", "C", "C", "C", "C", "C", "C", "C", "C", "C", "C", "C", "C", "N", "C", "N", "C", "C", "O", "C", "C", "C", "C", "C", "C", "H", "H", "H", "H", "H", "H", "H", "H", "H", "H", "H", "H", "H", "H", "H", "H", "H", "H", "H", "O", "S", "O", "N", "C", "C", "C", "C", "C", "C", "C", "C", "N", "C", "C", "C", "C", "C", "C", "C", "H", "H", "H", "H", "H", "H", "H", "H", "H", "H", "H", "N", "C", "C", "O", "O", "H", "H", "H", "H", "H"],
  "xyz": [[0.772632, 0.107845, 0.553062], [2.193820, 3.002778, -2.436388], [2.058651, 3.583050, -1.080025], [1.639354, 2.608370, -0.319625], [1.420549, 1.455356, -0.837495], [1.709753, 1.533351, -2.286722], [0.521006, 1.156761, -3.132238], [-0.647035, 1.915326, -3.098864], [-1.709513, 1.607772, -3.932267], [-1.609287, 0.534580, -4.815227], [-0.450960, -0.227714, -4.849455], [0.612696, 0.083361, -4.007555], [1.463731, 2.777125, 1.149130], [1.709237, 3.863308, 1.954504], [1.546613, 3.692902, 3.335000], [1.160806, 2.467949, 3.866842], [0.916735, 1.439559, 2.979315], [1.052861, 1.616544, 1.671877], [0.335212, 0.097271, 3.246384], [0.145646, -0.727942, 2.269575], [-0.833061, -1.727546, 2.764179], [-0.727131, -1.534425, 4.286838], [-0.119227, -0.189916, 4.427434], [-0.558994, -3.141705, 2.329771], [0.689884, -3.530154, 1.867879], [0.928520, -4.855225, 1.517975], [-0.082290, -5.794557, 1.636072], [-1.331379, -5.410093, 2.108999], [-1.571064, -4.087054, 2.451187], [3.237687, 3.093699, -2.719583], [1.575228, 3.590117, -3.106951], [2.522051, 0.838313, -2.499220], [-0.727253, 2.766710, -2.433203], [-2.605651, 2.215962, -3.911972], [-2.424743, 0.310312, -5.490513], [-0.361113, -1.047296, -5.550737], [1.527750, -0.498445, -4.057275], [2.015768, 4.809832, 1.530329], [1.727558, 4.529307, 3.997588], [1.040658, 2.318193, 4.931059], [-1.815526, -1.409386, 2.398358], [-0.038070, -2.237203, 4.748569], [-1.678803, -1.532521, 4.805725], [1.491737, -2.798898, 1.819822], [1.910142, -5.159536, 1.173817], [0.103348, -6.828148, 1.375193], [-2.119987, -6.143574, 2.212980], [-2.552195, -3.792976, 2.810258], [-1.630292, 1.799881, 2.057631], [-2.354988, 1.227092, 0.967432], [-3.353539, 0.230857, 1.183526], [-1.116175, 0.427664, 0.034186], [-1.533643, -0.422782, -0.916429], [-2.814466, -0.434646, -1.550493], [-3.150295, -1.414645, -2.459498], [-2.254756, -2.419959, -2.794170], [-0.950833, -2.449827, -2.218816], [-0.002723, -3.436787, -2.527440], [1.233956, -3.384741, -1.930537], [1.502107, -2.367641, -1.017781], [0.610486, -1.437424, -0.700296], [-0.595915, -1.459945, -1.305621], [-2.989079, 2.497741, -0.047071], [-2.159271, 3.548224, -0.430817], [-2.702326, 4.598147, -1.147703], [-4.060473, 4.596956, -1.458094], [-4.880766, 3.554727, -1.051396], [-4.349941, 2.489397, -0.337102], [-3.537409, 0.337548, -1.330289], [-4.129049, -1.393104, -2.919518], [-2.536113, -3.192252, -3.499786], [-0.249165, -4.224602, -3.229267], [1.994034, -4.122561, -2.145077], [2.457082, -2.293237, -0.521229], [-1.114879, 3.555929, -0.144267], [-2.079467, 5.429604, -1.451562], [-4.483470, 5.427065, -2.008588], [-5.938292, 3.574844, -1.277559], [-4.978963, 1.678476, 0.006161], [5.745168, -0.615075, 2.691246], [4.920815, -0.769213, 1.444459], [3.489269, -0.363831, 1.807552], [3.275583, -0.020537, 2.962059], [2.664049, -0.443006, 0.838426], [6.445774, 0.123501, 2.616102], [6.223744, -1.473227, 2.967025], [5.051034, -0.346730, 3.418600], [4.946141, -1.807193, 1.122130], [5.320692, -0.146029, 0.649460]],
  "forces_ev_per_angstrom": [[0.96, -0.76, -0.20], [-0.10, -0.01, 0.10], [0.01, -0.12, -0.30], [0.08, 0.24, 0.44], [-0.20, -0.09, 0.17], [0.05, 0.04, 0.14], [0.04, 0.05, -0.18], [0.01, 0.02, 0.00], [0.03, -0.07, -0.08], [0.05, 0.09, 0.03], [0.00, 0.04, 0.02], [-0.03, 0.00, -0.05], [-0.03, -0.46, -0.24], [0.02, 0.14, 0.15], [0.02, 0.03, -0.07], [0.04, 0.06, 0.05], [-0.26, -0.10, -0.13], [0.28, 0.62, 0.60], [0.14, 0.39, 0.07], [-0.06, 0.54, 0.14], [0.16, -0.15, -0.14], [0.12, 0.11, 0.04], [-0.25, -0.25, -0.07], [-0.02, 0.06, -0.04], [0.19, -0.09, 0.13], [0.04, 0.15, 0.03], [-0.08, -0.07, 0.02], [-0.02, 0.00, -0.01], [-0.07, -0.08, -0.11], [0.02, 0.00, 0.03], [-0.04, 0.05, 0.02], [0.05, 0.00, -0.01], [0.02, 0.02, -0.02], [0.01, 0.00, 0.00], [-0.01, 0.00, 0.00], [0.00, 0.00, -0.01], [-0.01, 0.02, -0.01], [0.02, 0.00, 0.03], [0.00, 0.00, -0.01], [-0.03, 0.03, -0.01], [0.01, -0.05, 0.08], [0.02, -0.04, 0.01], [0.00, 0.09, 0.04], [-0.04, -0.04, -0.03], [-0.02, 0.01, 0.00], [-0.01, 0.01, 0.01], [0.01, 0.01, 0.00], [0.03, -0.01, -0.01], [0.00, 0.01, 0.04], [0.28, 0.01, -0.25], [-0.04, -0.02, 0.15], [-0.75, -0.35, -0.36], [-0.12, -0.07, -0.03], [0.05, 0.08, 0.19], [0.09, -0.16, -0.02], [-0.06, 0.02, 0.03], [-0.21, -0.11, -0.13], [0.08, -0.06, 0.00], [-0.04, -0.02, -0.05], [-0.01, 0.08, 0.02], [-0.29, -0.09, -0.30], [0.01, 0.17, 0.16], [-0.08, 0.10, 0.02], [-0.09, 0.00, 0.09], [-0.01, 0.01, -0.03], [0.02, 0.03, -0.01], [-0.01, -0.04, 0.00], [0.09, 0.06, -0.05], [0.12, -0.08, -0.01], [0.01, -0.01, 0.00], [0.01, 0.02, 0.00], [0.00, 0.02, 0.01], [-0.01, 0.01, 0.00], [0.02, -0.01, 0.02], [0.01, -0.01, 0.03], [-0.01, -0.02, 0.01], [0.01, 0.00, 0.01], [0.01, 0.00, 0.01], [0.00, 0.01, 0.02], [0.03, -0.01, -0.14], [0.14, -0.12, 0.07], [-0.26, 0.05, 0.04], [0.03, 0.02, 0.11], [-0.17, 0.07, -0.32], [0.00, -0.02, 0.00], [0.00, 0.00, 0.00], [-0.05, 0.03, 0.07], [0.03, 0.00, -0.01], [0.01, 0.02, 0.01]],
  "s_squared": 3.800,
  "total_energy_ev": -105407.8470,
  "gap_ha": [0.282, 0.207],
  "multiplicity": 4,
  "charge": 3,
  "e_lumo_ha": [-0.3033, -0.3785]
}